[1]
Entry from the OMol25 dataset: a 2-piece molecular cluster, C3H9NO3 overall (ωB97M-V/def2-TZVPD).

Cartesian coordinates (Å):
N 0.35 -2.05 -0.53
C 1.06 -1.06 0.35
C 1.48 0.19 -0.46
O 0.38 1.14 -0.69
C -0.14 1.88 0.31
O -1.08 2.59 0.21
H 0.16 -2.88 0.04
H -0.57 -1.72 -0.86
H 0.36 -0.78 1.17
H 1.93 -1.56 0.81
H 2.10 0.82 0.20
H 2.06 0.00 -1.39
H 0.42 1.77 1.27
O -3.07 0.37 -0.42
H -2.36 1.03 -0.58
H -3.09 0.26 0.56

Values from the calculation:
**HOMO energy**: -9.8325 eV
**Lowest unoccupied orbital energy**: 0.025 Eh
**Charge**: 0
**Largest force on an atom**: 0.0522 Eh/bohr

Atom-resolved charges from Mulliken, all expressed in e: atom 1 (N): -0.65, atom 2 (C): -0.25, atom 3 (C): -0.55, atom 4 (O): -0.34, atom 5 (C): 0.13, atom 6 (O): -0.45, atom 7 (H): 0.23, atom 8 (H): 0.26, atom 9 (H): 0.25, atom 10 (H): 0.35, atom 11 (H): 0.37, atom 12 (H): 0.31, atom 13 (H): 0.35, atom 14 (O): -0.66, atom 15 (H): 0.33, atom 16 (H): 0.32

=====

[2]
Entry from the OMol25 dataset: a 7-piece molecular cluster, C14H42O14 overall (ωB97M-V/def2-TZVPD).

Cartesian coordinates (Å):
O 0.18 -3.25 1.20
C 1.07 -2.81 2.21
C 0.46 -3.06 3.56
O 0.07 -4.45 3.61
H -0.22 -4.03 1.59
H 2.04 -3.33 2.10
H 1.25 -1.74 2.15
H -0.42 -2.40 3.64
H 1.18 -2.89 4.33
H -0.71 -4.63 4.19
O -2.31 -2.72 -2.45
C -1.07 -3.42 -2.24
C -1.29 -4.89 -2.16
O -1.93 -5.44 -3.34
H -2.87 -3.24 -3.08
H -0.32 -3.21 -3.10
H -0.60 -3.09 -1.33
H -1.91 -5.11 -1.28
H -0.34 -5.41 -2.01
H -1.23 -5.64 -4.01
O 3.45 4.74 -1.21
C 3.46 3.74 -0.20
C 2.42 3.92 0.90
O 1.10 3.65 0.46
H 2.93 5.50 -0.94
H 3.31 2.74 -0.59
H 4.37 3.79 0.38
H 2.46 4.97 1.25
H 2.75 3.20 1.69
H 1.18 2.96 -0.25
O 3.61 -0.18 1.71
C 4.43 -0.17 0.49
C 3.80 -1.23 -0.43
O 4.44 -1.25 -1.70
H 4.11 0.32 2.38
H 4.45 0.77 -0.02
H 5.46 -0.42 0.77
H 2.73 -1.08 -0.47
H 3.96 -2.28 0.01
H 4.01 -0.52 -2.16
O -1.41 2.82 -1.27
C -2.42 3.66 -0.72
C -1.76 4.74 0.16
O -0.85 5.60 -0.47
H -1.73 1.95 -1.46
H -3.02 4.15 -1.49
H -3.11 3.14 -0.03
H -1.29 4.14 0.93
H -2.60 5.10 0.67
H -0.02 5.06 -0.36
O -5.57 -0.83 0.71
C -4.42 -0.18 0.21
C -3.62 0.41 1.29
O -3.05 -0.51 2.20
H -6.12 -1.21 0.03
H -3.87 -0.97 -0.39
H -4.66 0.64 -0.53
H -4.08 1.24 1.86
H -2.76 0.86 0.79
H -3.74 -1.13 2.41
O -1.34 0.00 -1.66
C -0.13 -0.39 -1.06
C 0.59 0.73 -0.48
O 1.26 1.58 -1.41
H -1.80 -0.75 -2.06
H -0.33 -1.05 -0.24
H 0.50 -0.95 -1.78
H 1.36 0.39 0.17
H -0.01 1.33 0.23
H 0.53 2.03 -1.90

Values from the calculation:
**HOMO energy**: -9.5486 eV
**Lowest unoccupied orbital energy**: 0.014 Eh
**Charge**: 0
**Largest force on an atom**: 0.0584 Eh/bohr

Atom-resolved charges from Mulliken, all expressed in e: atom 1 (O): -0.39, atom 2 (C): -0.01, atom 3 (C): -0.56, atom 4 (O): -0.57, atom 5 (H): 0.35, atom 6 (H): 0.11, atom 7 (H): 0.13, atom 8 (H): 0.31, atom 9 (H): 0.33, atom 10 (H): 0.31, atom 11 (O): -0.54, atom 12 (C): 0.43, atom 13 (C): -0.70, atom 14 (O): -0.56, atom 15 (H): 0.32, atom 16 (H): 0.12, atom 17 (H): -0.03, atom 18 (H): 0.31, atom 19 (H): 0.34, atom 20 (H): 0.33, atom 21 (O): -0.56, atom 22 (C): -0.12, atom 23 (C): -0.69, atom 24 (O): -0.44, atom 25 (H): 0.35, atom 26 (H): 0.01, atom 27 (H): 0.35, atom 28 (H): 0.42, atom 29 (H): 0.26, atom 30 (H): 0.40, atom 31 (O): -0.48, atom 32 (C): -0.18, atom 33 (C): 0.38, atom 34 (O): -0.56, atom 35 (H): 0.27, atom 36 (H): 0.07, atom 37 (H): 0.42, atom 38 (H): -0.48, atom 39 (H): 0.24, atom 40 (H): 0.35, atom 41 (O): -0.42, atom 42 (C): 0.06, atom 43 (C): -0.86, atom 44 (O): -0.62, atom 45 (H): 0.19, atom 46 (H): 0.31, atom 47 (H): 0.09, atom 48 (H): 0.26, atom 49 (H): 0.53, atom 50 (H): 0.42, atom 51 (O): -0.55, atom 52 (C): 0.02, atom 53 (C): 0.04, atom 54 (O): -0.51, atom 55 (H): 0.31, atom 56 (H): 0.03, atom 57 (H): 0.27, atom 58 (H): 0.29, atom 59 (H): -0.24, atom 60 (H): 0.33, atom 61 (O): -0.44, atom 62 (C): -0.40, atom 63 (C): -0.48, atom 64 (O): -0.65, atom 65 (H): 0.22, atom 66 (H): 0.31, atom 67 (H): 0.44, atom 68 (H): 0.37, atom 69 (H): 0.25, atom 70 (H): 0.40

=====

[3]
Entry from the OMol25 dataset: a 3-piece molecular cluster, C2H4N4O2 overall (ωB97M-V/def2-TZVPD).

Cartesian coordinates (Å):
C -1.37 0.02 0.89
C 0.17 -0.55 -0.75
H 2.19 -0.54 2.39
H 1.84 1.25 0.21
H -2.47 0.24 1.23
H -1.48 0.24 -1.97
N 2.00 -0.31 0.76
N 0.69 -0.66 0.60
N -0.27 -0.02 1.59
N 0.49 0.19 -1.88
O -1.19 -0.33 -0.39
O -0.60 0.47 -2.69

Values from the calculation:
**HOMO energy**: -8.9321 eV
**Lowest unoccupied orbital energy**: -0.035 Eh
**Charge**: 0
**Largest force on an atom**: 0.0964 Eh/bohr

Atom-resolved charges from Mulliken, all expressed in e: atom 1 (C): 0.12, atom 2 (C): 0.45, atom 3 (H): 0.30, atom 4 (H): 0.18, atom 5 (H): 0.32, atom 6 (H): 0.42, atom 7 (N): -0.68, atom 8 (N): 0.34, atom 9 (N): -0.42, atom 10 (N): -0.23, atom 11 (O): -0.47, atom 12 (O): -0.33

=====

Which formula does entry 1 have? C3H9NO3